1.
Formula: C22H33F5N4O16P
Source: the Open Molecules 2025 dataset
Level of theory: the ωB97M-V functional and the def2-TZVPD basis

Each line ends with the Löwdin charge.
Positions of all 81 atoms, in Å:
C: 7.859267 1.320383 -0.921216  -0.10
C: 7.041775 2.506569 -1.704357  -0.24
O: 5.586313 2.307043 -1.795029  -0.19
C: 5.254312 0.977081 -2.365577  -0.19
N: 3.885132 0.943740 -3.056690  0.02
C: 2.812353 1.454932 -2.088797  -0.15
C: 1.286747 0.920018 -2.480401  -0.38
P: 0.159815 1.272008 -0.984495  0.72
N: -0.115852 2.894116 -0.955674  -0.33
C: 1.259260 -0.720170 -2.807977  -0.17
N: 2.209923 -0.881478 -4.012725  0.03
C: 3.578823 -0.507092 -3.405881  -0.16
N: 4.427317 -1.576632 -3.178385  0.12
H: 7.189268 0.507451 -0.410671  0.08
H: 8.651840 0.889295 -1.682355  0.09
H: 8.479762 1.850122 -0.049671  0.10
H: 7.563589 2.711159 -2.757505  0.14
H: 7.204559 3.515034 -1.088843  0.14
H: 6.083510 0.560549 -3.092477  0.16
H: 5.217623 0.236524 -1.430380  0.14
H: 3.032797 1.112839 -0.978155  0.14
H: 2.765471 2.638541 -2.148953  0.14
H: 0.883988 1.428876 -3.469442  0.15
H: 0.896515 0.904016 0.209247  0.01
H: -1.123895 0.561506 -1.072031  0.03
H: -1.137485 3.100075 -1.004362  -0.03
H: 1.807121 -1.295535 -1.917394  0.15
H: 0.179485 -1.124306 -3.020640  0.12
H: 1.991090 -0.113842 -4.708962  0.13
H: 5.052377 -1.922191 -3.938866  0.15
H: 4.367351 -2.003202 -2.205446  0.17
C: -3.092091 -3.743736 -3.669872  -0.07
C: -1.647603 -3.476454 -3.922286  -0.33
O: -1.153072 -3.113044 -2.653328  0.10
C: -1.942628 -3.775577 -1.762079  -0.48
O: -1.662424 -3.934465 -0.585597  0.15
O: -3.084453 -4.247685 -2.349294  0.09
F: -1.490467 -2.425189 -4.757638  0.08
H: -3.703899 -2.836216 -3.708439  0.15
H: -3.507430 -4.476672 -4.366787  0.15
H: -1.090781 -4.340235 -4.300902  0.18
C: -1.612669 -3.426771 2.525361  -0.09
C: -1.445277 -2.520436 3.696786  -0.33
O: -1.735579 -3.349605 4.799097  0.15
C: -1.381207 -4.604019 4.402185  -0.50
O: -1.225936 -5.544430 5.163359  0.15
O: -1.213148 -4.678439 3.046571  0.08
F: -2.353585 -1.519595 3.665856  0.07
H: -2.651357 -3.490595 2.184123  0.15
H: -0.983150 -3.134959 1.680410  0.12
H: -0.437081 -2.106029 3.803206  0.18
C: -3.932651 1.365766 3.722076  -0.08
C: -5.183771 1.201139 4.515358  -0.33
O: -5.803731 2.463356 4.418702  0.15
C: -5.397371 2.967036 3.219598  -0.50
O: -5.930279 3.909005 2.656951  0.15
O: -4.323547 2.282546 2.719747  0.07
F: -4.902291 0.963424 5.816097  0.08
H: -3.113233 1.795892 4.307683  0.15
H: -3.592635 0.424647 3.281535  0.12
H: -5.859480 0.428781 4.132736  0.17
C: -5.901374 -1.774135 8.076508  -0.07
C: -6.940819 -2.837294 7.971886  -0.33
O: -7.425923 -2.695518 6.656038  0.15
C: -6.375715 -2.201157 5.942355  -0.50
O: -6.315375 -2.201706 4.724066  0.13
O: -5.393584 -1.711089 6.758887  0.06
F: -7.959454 -2.601841 8.828979  0.08
H: -6.318374 -0.799583 8.351732  0.15
H: -5.112844 -2.032040 8.788617  0.15
H: -6.559327 -3.853746 8.116140  0.18
C: 4.069452 5.615000 -4.482244  -0.07
C: 3.030006 4.551841 -4.586866  -0.35
O: 2.544902 4.693617 -5.902714  0.14
C: 3.595110 5.187978 -6.616397  -0.50
O: 3.655450 5.187429 -7.834686  0.16
O: 4.577241 5.678046 -5.799865  0.08
F: 2.011372 4.787294 -3.729773  0.08
H: 3.652452 6.589552 -4.207020  0.16
H: 4.857981 5.357095 -3.770136  0.14
H: 3.411498 3.535389 -4.442612  0.16

Force components x, y, z for each atom (eV/Å):
C 0.91 0.90 0.20
C 1.61 0.98 0.55
O 0.25 -2.04 -1.71
C 1.78 -0.47 1.56
N -0.23 -5.74 1.36
C -2.68 1.41 0.22
C 0.62 -1.84 -0.53
P -1.38 4.59 -0.48
N -0.34 -2.69 -0.06
C 0.95 1.15 1.09
N 2.56 2.55 0.85
C -1.73 2.20 -0.51
N -0.18 0.96 0.68
H 1.31 1.55 -1.19
H -1.76 0.46 1.76
H -1.38 -1.32 -1.93
H -1.49 -0.64 2.02
H -0.79 -2.26 -1.40
H -1.73 1.12 1.26
H -0.05 1.47 -2.04
H -0.04 0.66 -2.33
H 0.28 -2.60 0.28
H 0.64 -0.65 2.36
H -0.29 -0.60 -0.97
H 1.53 -0.29 0.03
H 1.13 -0.21 0.10
H -1.61 0.98 -1.74
H 2.38 0.65 0.31
H 0.05 -0.95 1.04
H -1.19 -0.11 1.07
H 0.81 0.82 -1.87
C -1.11 -0.29 -0.72
C 0.22 0.25 -0.68
O -0.26 -0.53 0.29
C -0.15 -0.77 3.21
O -0.58 0.56 -2.81
O 1.24 0.33 0.75
F 0.30 0.22 -0.20
H 0.26 0.02 -0.09
H 0.04 0.02 0.28
H 0.04 0.21 -0.06
C 0.04 0.06 -1.25
C -0.37 0.35 0.34
O 0.56 -0.36 -0.46
C 0.34 -3.01 1.89
O -0.43 2.38 -1.94
O 0.05 0.00 1.04
F -0.05 0.44 0.06
H 0.08 0.20 0.16
H -0.08 -0.27 0.15
H -0.16 0.15 0.07
C 1.07 -0.70 -0.32
C -0.23 -0.35 0.75
O 0.26 0.00 -0.93
C -1.33 2.74 -1.58
O 1.41 -2.31 1.36
O -0.82 0.53 0.14
F -0.10 -0.08 0.24
H -0.23 -0.06 0.17
H -0.14 0.27 -0.05
H 0.07 -0.02 0.22
C 0.78 0.54 0.91
C -0.74 -0.16 0.57
O 0.97 0.09 -0.42
C 0.32 0.23 -2.70
O -0.09 0.18 2.64
O -0.69 -0.58 -0.93
F -0.12 -0.18 0.12
H -0.18 -0.21 0.00
H -0.01 0.04 -0.28
H -0.19 0.06 0.07
C 0.84 0.55 0.82
C -0.82 0.17 0.26
O 0.79 -0.14 0.04
C 0.52 0.42 -3.71
O -0.17 -0.01 3.19
O -0.62 -0.50 -0.67
F -0.16 -0.32 0.23
H -0.20 -0.24 0.03
H 0.00 0.05 -0.25
H -0.12 -0.03 0.09

Summary:
Lowest unoccupied orbital energy = -6.1 eV
M = 735.5 g/mol
Total charge = +1
Kohn-Sham gap = 5.140 eV

=====

2.
Formula: C2H9N4O
Source: the Open Molecules 2025 dataset
Level of theory: the ωB97M-V functional and the def2-TZVPD basis

Each line ends with the Löwdin charge.
Positions of all 16 atoms, in Å:
C: 1.415051 -0.131274 -0.050779  -0.40
C: -0.902226 -0.377880 -0.887480  -0.24
N: 2.641236 0.538603 -0.053230  0.15
N: 1.259185 -1.267233 0.553773  0.22
N: -1.046037 -1.470571 -0.265424  0.08
N: 0.314788 0.314889 -0.707959  0.12
O: -2.273836 0.910320 0.544913  -0.10
H: -1.608351 0.215782 -1.416780  0.12
H: 3.208971 0.337981 0.812348  0.14
H: 2.581084 1.614697 -0.233679  0.17
H: 2.152540 -1.680613 0.866434  0.16
H: -3.104721 0.392537 0.826493  0.11
H: 0.343926 -1.679739 0.494264  0.04
H: -2.050472 -1.922685 -0.435646  0.16
H: 0.393629 1.076313 -1.375175  0.16
H: -2.604562 1.829274 0.507543  0.07

Force components x, y, z for each atom (eV/Å):
C 0.17 0.78 -0.37
C 1.25 -0.81 1.47
N -1.21 1.79 0.76
N 3.99 0.27 0.94
N -3.83 -1.43 -1.36
N 0.32 1.18 -1.28
O -2.67 0.07 1.01
H -0.40 -0.14 -0.81
H -0.81 0.33 -1.44
H 0.16 -2.83 0.38
H -1.25 -0.12 0.15
H 1.90 1.12 -0.53
H -1.10 -1.11 -0.03
H 2.87 1.31 0.43
H 0.41 0.06 0.54
H 0.21 -0.47 0.16

Summary:
Lowest unoccupied orbital energy = -3.0 eV
M = 105.1 g/mol
Total charge = +1
Kohn-Sham gap = 11.589 eV
Energy relative to the best compared isomer or geometry (same formula, charge and spin) = 169.3 kJ/mol